Record 1
{
  "formula": "C58H54IN3O3P2RhS2Si",
  "method": "the ωB97M-V functional and the def2-TZVPD basis",
  "elements": ["I", "Rh", "S", "S", "P", "P", "Si", "O", "O", "O", "N", "N", "N", "C", "C", "C", "C", "C", "C", "C", "C", "C", "C", "C", "C", "C", "C", "C", "C", "C", "C", "C", "C", "C", "C", "C", "C", "C", "C", "C", "C", "C", "C", "C", "C", "C", "C", "C", "C", "C", "C", "C", "C", "C", "C", "C", "C", "C", "C", "C", "C", "C", "C", "C", "C", "C", "C", "C", "C", "C", "C", "H", "H", "H", "H", "H", "H", "H", "H", "H", "H", "H", "H", "H", "H", "H", "H", "H", "H", "H", "H", "H", "H", "H", "H", "H", "H", "H", "H", "H", "H", "H", "H", "H", "H", "H", "H", "H", "H", "H", "H", "H", "H", "H", "H", "H", "H", "H", "H", "H", "H", "H", "H", "H", "H"],
  "positions_angstrom": [[3.848, -8.119, -2.629], [0.594, -0.031, -0.072], [0.758, -0.025, 2.412], [1.794, 2.177, -0.527], [-1.204, 1.940, -0.090], [-1.224, -2.003, 0.027], [4.617, 3.922, -0.564], [1.415, -1.515, -1.780], [-3.104, -0.006, -0.872], [1.348, -2.255, 0.277], [2.989, 1.485, 2.686], [3.156, 0.044, -0.269], [3.392, -0.651, 2.765], [-1.154, -3.356, 4.420], [-0.523, 4.649, -0.727], [-0.047, 3.223, 2.161], [-0.677, -4.903, -3.498], [-1.132, -2.655, 1.728], [-0.557, 3.042, -2.514], [-0.930, -3.250, -1.281], [-7.376, 0.060, -0.608], [2.432, -4.014, -2.671], [-0.891, -3.545, -3.673], [2.304, -3.686, -1.327], [-0.689, 3.339, -1.158], [-3.585, 3.481, -0.138], [-5.803, -2.422, -0.424], [-0.218, 5.643, -1.640], [2.414, 0.264, 2.590], [-2.140, 2.112, 2.509], [3.243, -6.178, -2.064], [-0.299, -3.663, 2.192], [-3.057, -2.198, -0.126], [-5.964, 0.019, -1.199], [-1.020, -2.724, -2.571], [-0.012, 3.575, 3.499], [-1.972, -2.332, 3.968], [5.648, 1.183, -0.525], [-0.082, 5.343, -2.985], [3.170, -5.849, -0.719], [-5.057, -3.501, 0.020], [-6.038, -0.034, -2.737], [-0.724, -4.611, -1.108], [4.580, 0.006, 2.942], [-5.172, 1.255, -0.810], [-0.316, -4.012, 3.533], [-0.600, -5.429, -2.221], [3.910, 4.544, -2.216], [5.501, -0.198, -0.467], [-1.122, 2.509, 1.645], [-3.787, 1.160, -0.699], [-3.689, -3.394, 0.184], [-3.816, -1.138, -0.597], [3.622, 4.612, 0.917], [-2.103, 2.461, 3.845], [4.539, 2.012, -0.490], [2.692, -4.606, -0.355], [-1.044, 3.201, 4.344], [-0.254, 4.038, -3.422], [2.887, -5.263, -3.040], [-1.954, -1.980, 2.633], [1.664, -2.399, -0.940], [-4.954, 3.604, -0.277], [4.229, -0.727, -0.315], [3.199, -2.073, 2.715], [6.436, 4.427, -0.332], [-2.998, 2.241, -0.336], [-5.202, -1.206, -0.719], [4.332, 1.338, 2.886], [3.305, 1.360, -0.414], [-5.736, 2.507, -0.601], [6.634, 1.617, -0.611], [-2.973, 1.540, 2.125], [2.471, 2.346, 2.583], [-0.153, 3.803, -4.471], [2.851, 4.319, -2.304], [-0.574, -5.552, -4.355], [2.838, -2.445, 3.675], [-2.583, -1.176, 2.276], [2.947, -5.519, -4.086], [3.470, -6.562, 0.032], [0.328, -4.805, 3.885], [2.602, 4.247, 0.898], [-5.038, -0.052, -3.165], [-0.641, 4.896, 0.316], [6.508, 5.501, -0.206], [2.449, -2.293, 1.950], [-2.982, 4.332, 0.137], [0.816, 4.156, 3.879], [4.026, 5.620, -2.300], [-0.956, -3.129, -4.667], [-0.446, -6.489, -2.083], [4.417, 4.092, -3.062], [0.756, 3.503, 1.498], [-0.092, 6.658, -1.297], [4.065, 4.350, 1.875], [6.357, -0.851, -0.542], [-0.689, 2.017, -2.843], [-7.330, 0.087, 0.478], [5.002, 2.167, 2.963], [-5.422, 4.563, -0.123], [-2.620, -1.808, 4.656], [2.139, -3.291, -3.418], [2.596, -4.363, 0.692], [-2.906, 2.157, 4.501], [-1.185, -1.659, -2.693], [-1.168, -3.636, 5.463], [3.574, 5.695, 0.866], [4.068, -1.793, -0.243], [7.042, 4.165, -1.192], [0.373, -4.166, 1.515], [5.497, -0.519, 3.115], [-7.917, 0.934, -0.960], [-0.684, -5.045, -0.121], [-5.553, -4.430, 0.252], [-3.115, -4.226, 0.563], [4.140, -2.558, 2.465], [-6.869, -2.539, -0.536], [-7.948, -0.811, -0.912], [-6.562, -0.932, -3.055], [0.146, 6.125, -3.693], [-6.564, 0.838, -3.118], [-6.802, 2.641, -0.687], [-1.023, 3.479, 5.388], [6.888, 3.970, 0.543]],
  "orbital_gap_ev": [6.33, 6.34],
  "total_charge": 1,
  "multiplicity": 1
}

---

Record 2
{
  "formula": "C58H72F2N10P",
  "method": "the ωB97M-V functional and the def2-TZVPD basis",
  "elements": ["P", "F", "F", "N", "N", "N", "N", "N", "N", "N", "N", "N", "N", "C", "C", "C", "C", "C", "C", "C", "C", "C", "C", "C", "C", "C", "C", "C", "C", "C", "C", "C", "C", "C", "C", "C", "C", "C", "C", "C", "C", "C", "C", "C", "C", "C", "C", "C", "C", "C", "C", "C", "C", "C", "C", "C", "C", "C", "C", "C", "C", "C", "C", "C", "C", "C", "C", "C", "C", "C", "C", "H", "H", "H", "H", "H", "H", "H", "H", "H", "H", "H", "H", "H", "H", "H", "H", "H", "H", "H", "H", "H", "H", "H", "H", "H", "H", "H", "H", "H", "H", "H", "H", "H", "H", "H", "H", "H", "H", "H", "H", "H", "H", "H", "H", "H", "H", "H", "H", "H", "H", "H", "H", "H", "H", "H", "H", "H", "H", "H", "H", "H", "H", "H", "H", "H", "H", "H", "H", "H", "H", "H", "H"],
  "positions_angstrom": [[-1.466, -0.079, -3.063], [-4.423, -1.028, 3.517], [-3.810, -2.749, -1.421], [-11.132, -2.418, -3.470], [10.630, 1.433, 2.404], [-6.363, 1.005, -2.125], [-2.559, -2.155, -1.418], [-5.103, 6.238, 1.875], [14.318, 3.784, 2.513], [7.847, -1.046, 0.330], [-9.061, 0.979, 5.654], [2.460, -2.176, -0.082], [5.725, 0.384, -5.514], [10.530, -0.962, 2.566], [-1.331, -3.707, 0.177], [6.575, -0.775, 0.014], [-4.448, 4.531, 0.318], [0.099, -3.655, 0.842], [-3.965, 1.207, 4.260], [-8.727, 1.156, -2.516], [7.157, 0.030, -2.149], [-6.470, -0.322, -2.246], [-7.710, 0.644, 8.069], [-5.281, 3.619, 0.946], [-10.522, -4.118, -5.054], [-5.901, 5.342, 2.462], [1.865, -0.993, -0.427], [1.232, -4.354, 0.021], [-4.364, 0.296, 3.023], [4.571, -1.697, -5.863], [-12.091, -4.616, -3.325], [13.417, 4.054, 1.564], [-0.207, -1.366, -3.572], [-7.304, -0.041, 6.934], [-7.485, 1.718, -2.262], [-1.930, -2.260, -0.059], [3.345, -2.171, 0.953], [15.401, 4.565, 2.559], [-6.024, 4.026, 2.041], [-7.659, -0.982, -2.502], [-3.031, -1.869, 0.972], [-3.370, 0.485, 1.854], [-9.436, 1.627, 6.761], [12.222, 0.239, 3.750], [-2.748, -0.745, -1.854], [3.285, -0.723, 1.382], [4.553, 1.008, -5.660], [15.630, 5.619, 1.689], [2.081, -3.371, -0.862], [5.715, -0.952, -5.617], [-8.798, 1.497, 7.985], [10.074, 0.257, 2.090], [2.365, -0.026, 0.515], [8.480, -0.239, -1.847], [6.184, -0.241, -1.204], [-11.941, -3.310, -2.888], [-8.008, 0.163, 5.759], [-10.441, -2.836, -4.535], [3.354, 0.356, -5.904], [-4.396, 5.822, 0.821], [14.683, 5.879, 0.711], [3.369, -1.025, -6.008], [-0.561, 1.414, -2.412], [-11.365, -5.024, -4.432], [-3.687, -0.447, 0.606], [8.773, -0.774, -0.604], [11.686, 1.404, 3.224], [-8.812, -0.223, -2.639], [-2.953, 0.234, -0.619], [11.628, -0.967, 3.412], [13.551, 5.082, 0.643], [3.920, -2.991, 1.400], [3.042, -3.897, -1.100], [-12.491, -2.944, -2.027], [-9.604, 1.781, -2.616], [-6.464, 5.710, 3.313], [-9.145, 2.049, 8.848], [4.591, 2.089, -5.575], [-9.940, -4.399, -5.922], [10.039, -1.883, 2.280], [12.114, 2.371, 3.462], [-5.395, 0.570, 2.684], [-2.567, -1.862, 1.984], [-3.283, 1.552, 1.529], [6.678, -1.434, -5.493], [-3.653, 1.015, -1.007], [-10.294, 2.280, 6.646], [-5.350, 2.599, 0.583], [9.795, -1.004, -0.324], [-2.347, 0.215, 2.232], [4.623, -2.775, -5.939], [6.886, 0.449, -3.111], [3.815, -0.241, 2.217], [2.453, -1.572, -6.201], [-1.246, -4.281, -0.786], [-2.016, -4.246, 0.866], [13.081, 0.276, 4.407], [2.434, 0.916, -6.011], [-3.853, 4.249, -0.542], [-3.757, 6.572, 0.367], [-9.791, -2.092, -4.986], [9.269, -0.039, -2.561], [14.824, 6.693, 0.011], [-7.368, 2.791, -2.161], [1.146, -0.768, -1.226], [-7.185, 0.513, 9.007], [-7.726, -0.348, 4.844], [-4.791, -0.512, 0.489], [16.525, 6.220, 1.775], [5.139, -0.042, -1.406], [16.115, 4.321, 3.339], [-0.067, -2.169, -2.801], [-7.685, -2.060, -2.592], [1.625, -3.119, -1.841], [-11.456, -6.037, -4.806], [12.790, 5.253, -0.106], [12.547, 3.406, 1.552], [5.830, -0.998, 0.768], [-3.503, 2.140, 3.871], [-3.741, -0.716, -2.397], [0.021, -4.217, 1.806], [-2.001, 0.648, -0.230], [0.332, -2.604, 1.127], [-12.759, -5.295, -2.812], [0.816, -5.144, -0.654], [2.030, 1.022, 0.506], [0.367, 1.537, -3.026], [-3.850, -2.626, 1.026], [-6.460, -0.717, 6.959], [-1.987, -2.738, -2.043], [-1.134, 2.360, -2.469], [-3.246, 0.683, 4.933], [-6.685, 3.341, 2.558], [-0.468, -1.856, -4.539], [0.781, -0.869, -3.687], [-0.189, 1.291, -1.360], [9.227, 0.309, 1.428], [-1.071, -1.556, 0.049], [-4.859, 1.486, 4.858], [12.017, -1.899, 3.804], [-5.542, -0.869, -2.128], [1.940, -4.842, 0.733], [-9.765, -0.701, -2.839]],
  "orbital_gap_ev": 7.80,
  "total_charge": 1,
  "multiplicity": 1
}

---

Record 3
{
  "formula": "C58H75N3O26",
  "method": "the ωB97M-V functional and the def2-TZVPD basis",
  "elements": ["O", "O", "O", "O", "O", "O", "O", "O", "O", "O", "O", "O", "O", "O", "O", "O", "O", "O", "O", "O", "O", "O", "O", "O", "O", "O", "N", "N", "N", "C", "C", "C", "C", "C", "C", "C", "C", "C", "C", "C", "C", "C", "C", "C", "C", "C", "C", "C", "C", "C", "C", "C", "C", "C", "C", "C", "C", "C", "C", "C", "C", "C", "C", "C", "C", "C", "C", "C", "C", "C", "C", "C", "C", "C", "C", "C", "C", "C", "C", "C", "C", "C", "C", "C", "C", "C", "C", "H", "H", "H", "H", "H", "H", "H", "H", "H", "H", "H", "H", "H", "H", "H", "H", "H", "H", "H", "H", "H", "H", "H", "H", "H", "H", "H", "H", "H", "H", "H", "H", "H", "H", "H", "H", "H", "H", "H", "H", "H", "H", "H", "H", "H", "H", "H", "H", "H", "H", "H", "H", "H", "H", "H", "H", "H", "H", "H", "H", "H", "H", "H", "H", "H", "H", "H", "H", "H", "H", "H", "H", "H", "H", "H"],
  "positions_angstrom": [[15.943, 12.729, 14.465], [15.983, 17.747, 16.164], [13.777, 10.888, 18.667], [9.990, 17.105, 24.595], [14.454, 12.916, 19.306], [13.242, 8.092, 12.692], [20.248, 13.615, 14.941], [13.169, 8.038, 14.913], [11.794, 18.142, 14.187], [10.259, 12.583, 12.951], [10.240, 19.564, 14.620], [17.347, 14.910, 10.733], [8.353, 13.074, 11.839], [8.726, 11.711, 20.863], [15.220, 15.464, 10.450], [12.077, 15.941, 18.117], [10.730, 15.351, 13.057], [8.542, 12.921, 18.959], [10.451, 17.278, 17.498], [14.775, 17.059, 19.059], [19.096, 12.007, 13.744], [16.500, 15.594, 16.463], [11.923, 16.449, 25.278], [14.047, 19.101, 18.413], [14.745, 13.353, 16.187], [9.077, 16.704, 12.890], [11.054, 16.581, 24.437], [10.168, 16.290, 12.562], [11.317, 19.268, 14.175], [13.352, 20.011, 13.133], [12.785, 19.788, 18.685], [17.175, 12.428, 10.863], [18.664, 12.207, 16.077], [15.714, 13.650, 19.440], [12.887, 18.059, 20.228], [12.277, 16.579, 11.254], [16.041, 14.626, 10.650], [10.106, 10.974, 19.092], [10.434, 15.095, 21.088], [14.714, 11.626, 18.832], [9.428, 11.719, 15.059], [17.574, 18.772, 17.589], [10.240, 10.090, 20.281], [18.499, 10.727, 15.691], [9.057, 12.007, 19.539], [9.158, 10.488, 21.290], [13.637, 8.498, 13.739], [9.292, 17.184, 16.596], [16.763, 12.538, 19.502], [15.194, 13.507, 14.940], [11.213, 18.956, 10.229], [12.273, 22.538, 12.458], [13.791, 14.413, 16.557], [14.902, 9.583, 15.493], [13.541, 22.142, 11.951], [8.860, 15.712, 16.621], [8.902, 12.671, 12.805], [12.053, 20.377, 13.487], [18.453, 10.782, 14.174], [13.689, 8.759, 16.004], [14.107, 20.911, 12.356], [16.450, 19.038, 16.592], [17.515, 17.251, 17.816], [12.453, 19.504, 20.055], [15.785, 13.143, 10.994], [11.539, 21.601, 13.203], [11.262, 15.907, 23.156], [10.702, 12.299, 14.327], [11.651, 14.475, 20.836], [12.937, 17.302, 10.359], [8.296, 12.128, 14.151], [11.021, 16.099, 17.560], [16.118, 11.506, 18.585], [10.165, 15.044, 16.904], [18.123, 13.733, 11.121], [12.433, 15.234, 22.985], [19.438, 12.733, 14.961], [10.947, 17.030, 11.580], [13.979, 17.942, 19.203], [12.647, 14.516, 21.823], [14.579, 14.670, 14.325], [12.403, 18.461, 9.840], [10.216, 15.800, 22.329], [10.411, 18.192, 11.048], [14.699, 9.539, 13.971], [16.628, 16.752, 16.755], [13.630, 15.323, 15.358], [9.679, 17.447, 15.660], [15.606, 9.332, 13.401], [7.492, 12.806, 14.560], [12.981, 20.780, 18.457], [16.674, 12.055, 20.444], [15.047, 12.734, 10.298], [12.147, 17.307, 19.971], [13.756, 19.012, 13.420], [9.627, 14.994, 20.413], [10.509, 21.757, 13.482], [16.813, 19.541, 15.719], [12.896, 20.134, 20.811], [16.335, 11.740, 17.526], [8.625, 17.898, 16.994], [11.373, 19.642, 20.217], [15.808, 9.056, 15.719], [18.588, 19.039, 17.151], [13.684, 14.132, 21.625], [15.573, 14.245, 20.313], [14.327, 10.524, 13.674], [11.903, 14.033, 19.881], [17.433, 10.688, 13.735], [18.395, 13.821, 12.151], [17.343, 12.077, 9.768], [10.199, 9.039, 20.238], [12.025, 19.329, 17.990], [19.408, 10.234, 16.027], [10.817, 19.809, 9.742], [11.220, 10.403, 20.752], [15.301, 15.364, 13.931], [14.041, 22.803, 11.236], [19.068, 9.955, 13.728], [7.822, 11.193, 13.847], [8.081, 15.565, 17.380], [9.430, 10.687, 15.276], [12.919, 9.510, 16.248], [13.956, 17.106, 10.169], [14.214, 14.956, 17.361], [13.905, 16.330, 15.635], [9.776, 10.545, 18.111], [17.764, 12.814, 19.322], [11.208, 13.242, 14.768], [12.611, 15.715, 11.757], [15.878, 14.330, 18.589], [9.216, 16.215, 22.525], [17.236, 11.623, 11.585], [17.202, 16.854, 18.828], [11.813, 23.462, 12.106], [17.716, 12.774, 16.053], [13.069, 19.162, 9.376], [8.302, 9.879, 21.291], [10.000, 14.191, 17.524], [11.020, 11.590, 18.877], [10.543, 14.698, 15.944], [13.198, 15.322, 23.729], [9.319, 12.339, 16.000], [15.304, 13.133, 11.939], [15.608, 19.542, 17.060], [14.083, 14.364, 13.348], [16.536, 10.513, 18.843], [13.173, 17.805, 21.152], [9.487, 18.612, 11.422], [12.882, 13.799, 16.757], [9.647, 10.645, 22.237], [15.146, 20.698, 12.013], [12.583, 15.378, 14.983], [18.475, 16.713, 17.699], [17.547, 19.439, 18.498], [11.443, 11.501, 14.098], [17.655, 10.261, 16.169], [14.831, 10.543, 15.922], [8.431, 15.399, 15.593], [13.938, 8.135, 16.872], [18.985, 13.715, 10.485], [19.119, 12.429, 17.052]],
  "relative_energy_kcal_mol": 0.0,
  "orbital_gap_ev": 8.99,
  "multiplicity": 1
}